{"formula": "C2H6BrFeO2", "method": "wB97M-V/def2-TZVPD", "charge": 1, "spin_multiplicity": 5, "e_homo_ev": [-12.996, -12.994], "e_lumo_ha": [-0.2545, -0.2904], "total_energy_ha": -4067.50299, "gap_ev": [6.1, 5.1], "symbols": ["Br", "Fe", "O", "O", "C", "C", "H", "H", "H", "H", "H", "H"], "positions_angstrom": [[0.64, 1.30, 2.32], [-0.27, 2.13, 3.72], [-1.67, -0.76, -0.91], [0.29, 1.04, -0.20], [-0.31, -1.05, -1.25], [0.62, -0.24, -0.34], [1.66, -0.54, -0.38], [0.53, -0.46, 0.72], [-1.69, 0.20, -1.03], [0.59, 1.37, 0.65], [-0.27, -0.90, -2.33], [-0.14, -2.09, -0.96]]}

---

{"formula": "C2H6ClN2", "method": "wB97M-V/def2-TZVPD", "charge": 1, "e_homo_ev": -13.869, "e_lumo_ha": -0.1581, "total_energy_ha": -649.17053, "gap_ev": 9.6, "relative_energy_kcal_mol": 64.1, "symbols": ["Cl", "N", "N", "C", "C", "H", "H", "H", "H", "H", "H"], "positions_angstrom": [[-2.78, -1.69, -1.44], [1.79, -0.20, -0.72], [-1.32, -0.07, 0.16], [-0.64, 0.73, 1.04], [-1.84, -0.79, -0.57], [2.53, -0.40, 0.07], [2.17, 0.60, -1.23], [-0.52, 0.37, 2.08], [0.37, 0.80, 0.64], [-1.25, 1.59, 1.28], [1.50, -0.94, -1.30]]}

---

{"formula": "C2H6ClNO", "method": "wB97M-V/def2-TZVPD", "e_homo_ev": -9.191, "e_lumo_ha": 0.0254, "total_energy_ha": -669.88257, "gap_ev": 9.9, "relative_energy_kcal_mol": 72.1, "symbols": ["Cl", "O", "N", "C", "C", "H", "H", "H", "H", "H", "H"], "positions_angstrom": [[-2.49, 0.76, -0.04], [2.09, 0.96, -0.45], [-0.23, -0.61, -0.64], [0.79, 1.07, 0.16], [-1.53, -0.69, 0.00], [-0.18, -0.20, -1.53], [0.63, 0.83, 1.19], [0.31, 1.99, -0.21], [-1.13, -0.89, 1.03], [2.59, 0.32, 0.04], [-2.15, -1.43, -0.53]]}

---

{"formula": "C2H6ClNO2", "method": "wB97M-V/def2-TZVPD", "e_homo_ev": -9.855, "e_lumo_ha": 0.0133, "total_energy_ha": -745.14157, "gap_ev": 10.2, "relative_energy_kcal_mol": 45.7, "symbols": ["Cl", "O", "O", "N", "C", "C", "H", "H", "H", "H", "H", "H"], "positions_angstrom": [[0.55, -1.59, -1.97], [1.22, -1.20, 0.84], [-1.30, -1.54, 0.59], [0.82, 0.83, -0.99], [-1.17, -0.41, -0.31], [0.23, -0.39, -0.76], [1.87, -0.46, 1.11], [0.62, 1.41, -0.19], [-0.54, -1.67, 1.06], [-1.55, 0.42, 0.38], [1.69, 0.84, -1.47], [-1.92, -0.60, -0.99]]}

---

{"formula": "C2H6ClNO2S", "method": "wB97M-V/def2-TZVPD", "e_homo_ev": -9.273, "e_lumo_ha": -0.0450, "total_energy_ha": -1143.28601, "gap_ev": 8.0, "relative_energy_kcal_mol": 68.5, "symbols": ["Cl", "S", "O", "O", "N", "C", "C", "H", "H", "H", "H", "H", "H"], "positions_angstrom": [[-0.42, 1.95, -0.45], [2.22, -0.61, -0.79], [-2.91, -2.28, -0.20], [0.93, -1.27, -0.38], [-1.90, -1.32, 0.25], [2.18, 1.10, -0.44], [1.13, 1.70, 0.43], [0.92, 1.04, 1.25], [1.46, 2.68, 0.91], [-1.13, -1.71, -0.30], [-2.13, -0.40, -0.04], [2.99, 1.68, -0.78], [-3.33, -2.58, 0.55]]}

---

{"formula": "C2H6ClNO5S2", "method": "wB97M-V/def2-TZVPD", "e_homo_ev": -10.594, "e_lumo_ha": -0.0205, "smiles": "CS(=O)(=O)ON(Cl)S(C)(=O)=O", "total_energy_ha": -1767.13850, "gap_ev": 10.0, "relative_energy_kcal_mol": 0.0, "symbols": ["Cl", "S", "S", "O", "O", "O", "O", "O", "N", "C", "C", "H", "H", "H", "H", "H", "H"], "positions_angstrom": [[-3.20, 0.99, -0.10], [0.89, 1.51, 0.20], [-1.17, -1.06, -0.12], [-0.64, 1.60, -0.41], [-0.20, -0.92, -1.15], [1.16, 2.84, 0.64], [-2.40, -1.71, -0.35], [1.06, 0.43, 1.17], [-1.60, 0.62, 0.36], [1.74, 1.03, -1.37], [-0.32, -1.94, 1.32], [-0.90, -1.31, 2.02], [-0.78, -2.98, 1.43], [2.71, 1.44, -1.60], [1.06, 1.29, -2.07], [1.79, 0.00, -1.25], [0.80, -1.83, 1.26]]}

---

{"formula": "C2H6ClO2P", "method": "wB97M-V/def2-TZVPD", "e_homo_ev": [-10.684, -8.714], "e_lumo_ha": [-0.0460, -0.0673], "total_energy_ha": -1031.71120, "gap_ev": [9.4, 6.9], "relative_energy_kcal_mol": 115.3, "symbols": ["Cl", "P", "O", "O", "C", "C", "H", "H", "H", "H", "H", "H"], "positions_angstrom": [[2.80, -1.28, -0.32], [2.42, 0.61, 0.25], [-0.51, 0.92, 1.16], [2.64, 1.53, -0.85], [-1.47, -0.29, -0.81], [-1.26, -0.09, 0.72], [-2.26, -0.32, 1.08], [2.98, 0.84, 1.44], [-0.73, -1.07, 1.01], [-2.04, 0.63, -1.19], [-2.08, -1.13, -1.07], [-0.49, -0.35, -1.42]]}

---

{"formula": "C2H6ClPS2", "method": "wB97M-V/def2-TZVPD", "spin_multiplicity": 3, "e_homo_ev": [-6.654, -9.396], "e_lumo_ha": [0.0201, -0.1575], "total_energy_ha": -1677.60990, "gap_ev": [7.2, 5.1], "relative_energy_kcal_mol": 7.4, "symbols": ["Cl", "S", "S", "P", "C", "C", "H", "H", "H", "H", "H", "H"], "positions_angstrom": [[0.43, -3.02, -0.30], [0.10, 0.27, -2.11], [0.54, 0.29, 1.22], [-0.29, -0.47, -0.42], [-2.09, -0.58, -0.03], [1.95, 1.22, 0.43], [-2.13, -0.80, 1.01], [2.26, 1.74, 1.40], [-2.39, -1.35, -0.79], [1.39, 1.82, -0.30], [-2.34, 0.42, -0.25], [2.57, 0.46, 0.12]]}